# 1
A molecular structure, C36H31FeN10O2S. Source: the Open Molecules 2025 dataset; level of theory: ωB97M-V/def2-TZVPD.

As for the charge: -1. As for the energy above the lowest of the compared OMol25 structures with the same formula, charge and spin: 0.0 kcal/mol. The total energy comes out at -102056.9209 eV. The calculation puts the frontier orbital gap (spin up / spin down) at 5.97 / 6.09 eV. The spin multiplicity is 5.

Each line ends with the Mulliken spin population.
Element x y z (Å)
Fe 0.10857 -1.60387 0.13331  3.74
S -1.76833 0.45709 -3.82387  0.00
O 3.59924 -0.65106 2.24343  0.01
O -2.30705 -4.32371 2.37659  0.01
N -0.11268 0.29196 1.60740  0.02
N 2.14932 -0.67184 -0.98478  0.03
N 1.85294 -1.91590 1.35890  0.06
N -0.56585 0.05091 -1.58093  -0.03
N -2.41315 -1.37828 0.43651  0.02
N -2.12148 2.61421 3.10368  0.00
N -1.11686 1.12126 1.56838  0.00
N -0.58080 -2.88075 1.75085  0.04
N -0.23663 1.25960 3.59255  0.00
N -1.15799 1.67904 2.75029  0.00
C -1.34114 -4.78572 -2.64289  0.00
C -4.07028 -3.07406 0.68608  0.00
C 0.23881 3.64939 -1.35715  0.00
C 0.19401 2.31328 -1.01420  -0.01
C 1.60251 4.03133 0.74437  0.00
C 0.22575 -4.30850 3.63046  0.00
C -3.30336 -0.64298 -0.22702  0.00
C -1.96616 -4.06646 -3.66249  -0.01
C -1.23470 -2.04697 -2.58908  -0.18
C 3.95221 0.65929 -0.17134  0.00
C -0.68123 -4.12836 -1.61562  -0.03
C 2.73320 -3.16534 3.29866  0.00
C -1.09768 3.18181 -3.34602  0.00
C -2.79362 -2.56324 0.90522  0.00
C -0.42559 4.06775 -2.52685  0.00
C 2.15710 5.24803 -1.34679  0.00
C -1.14809 -0.58693 -2.54695  0.02
C 1.27639 -4.67129 4.46410  0.00
C -4.59236 -1.06822 -0.49281  0.00
C 0.40824 -3.36204 2.61605  0.02
C -4.97596 -2.32352 -0.03715  0.00
C 1.69482 -2.78859 2.44883  0.01
C -0.59279 -2.72898 -1.53596  0.19
C 0.06315 5.79610 -0.08384  0.00
C -0.50163 1.40770 -1.81535  0.03
C -1.91200 -2.68771 -3.63274  0.00
C 2.32438 -0.13990 -2.18945  0.00
C 4.11333 1.23014 -1.42137  0.00
C 3.29597 0.80951 -2.46221  0.00
C 2.52862 -4.10546 4.30040  0.00
C 2.96407 -0.30568 0.00012  0.03
C -1.82221 -3.35849 1.76583  0.01
C 2.81954 -1.00669 1.34209  -0.03
C -1.12483 1.83619 -2.98845  0.00
C 1.00727 4.66547 -0.51367  0.00
C 0.42208 0.39125 2.84369  0.01
H -1.57771 3.52843 -4.25245  0.00
H 0.59840 6.52435 0.53041  0.00
H -5.97113 -2.70197 -0.23790  0.00
H -2.48849 -4.58049 -4.46002  0.00
H -2.96056 0.32937 -0.56561  0.00
H -2.95547 2.37093 2.58048  0.00
H 2.13061 4.79253 1.32236  0.00
H 1.10415 -5.40469 5.24394  0.00
H 3.39373 1.21474 -3.46077  0.00
H -1.38154 -5.87003 -2.65207  0.00
H -1.80242 3.52695 2.79402  0.00
H 1.27731 -0.17467 3.17713  0.00
H -0.22864 -4.72833 -0.83069  0.01
H -0.35577 6.32231 -0.94258  0.00
H -2.39935 -2.11338 -4.41616  0.00
H 0.70795 1.92339 -0.14941  0.01
H 1.78941 5.74472 -2.24621  0.00
H -0.74796 -4.75322 3.74939  0.00
H -4.30317 -4.04495 1.09844  0.00
H 2.71867 5.97926 -0.75978  0.00
H 0.82918 3.60189 1.38674  0.00
H -5.26995 -0.43436 -1.04997  0.00
H 4.87250 1.98542 -1.58866  0.00
H 2.84096 4.45427 -1.65448  0.00
H -0.39824 5.11259 -2.81186  0.00
H 1.64670 -0.48222 -2.96508  0.00
H 3.70285 -2.71013 3.16957  0.00
H 4.56586 0.91601 0.68068  0.00
H -0.76971 5.39859 0.50106  0.00
H 2.31336 3.23894 0.50319  0.00
H 3.35140 -4.38702 4.94748  0.00

***

# 2
C23H21NO3 in the gas phase. Source: the Open Molecules 2025 dataset; level of theory: ωB97M-V/def2-TZVPD.

As for the energy above the lowest of the compared OMol25 structures with the same formula, charge and spin: 21.6 kcal/mol. Its SMILES is O=C(N[C@H](Cc1ccccc1)C(=O)O)C(c1ccccc1)c1ccccc1. The total energy comes out at -31826.0230 eV. The calculation puts the frontier orbital gap at 9.60 eV.

Each line ends with the natural charge from an NBO analysis.
Element x y z (Å)
O 1.18216 2.00776 -1.13837  -0.61
O -2.10116 -1.01861 -1.78428  -0.59
O -2.96635 0.57906 -3.07955  -0.68
N -0.52909 0.71591 -0.44565  -0.63
C 0.77673 1.08067 -0.47622  0.70
C 1.63940 0.22037 0.46146  -0.39
C -4.74280 -0.37601 2.08262  -0.22
C -2.82736 0.98600 1.60668  -0.25
C 3.44210 1.91996 0.74743  -0.20
C -3.33692 1.29115 0.35054  0.06
C -4.56251 0.75603 -0.02384  -0.25
C -1.49982 1.27395 -1.35058  -0.16
C -3.52444 0.15692 2.46709  -0.20
C 5.39236 0.21552 -0.20655  -0.20
C 4.75099 2.35358 0.65187  -0.21
C -2.20250 0.14192 -2.07858  0.79
C 0.89980 -3.91812 -0.38979  -0.21
C 1.39517 -1.69652 -1.14319  -0.17
C 4.07983 -0.21675 -0.11866  -0.25
C 0.89283 -3.46950 0.91900  -0.20
C 1.38709 -1.23614 0.17023  -0.04
C 1.13398 -2.13504 1.19722  -0.21
C 1.15286 -3.02847 -1.42081  -0.20
C 3.09195 0.63213 0.35800  0.08
C 5.73186 1.50117 0.17408  -0.22
C -5.26248 -0.07095 0.83654  -0.19
C -2.54585 2.13779 -0.60590  -0.43
H 0.70714 -4.95819 -0.60685  0.21
H 6.75564 1.83759 0.09983  0.21
H -0.96428 1.90226 -2.07210  0.26
H 1.12666 -1.78936 2.22172  0.21
H 6.15155 -0.45770 -0.57786  0.21
H -2.00796 2.92162 -0.07102  0.23
H 1.59334 -1.00079 -1.94635  0.21
H -3.11687 -0.07320 3.44065  0.21
H 5.00678 3.35932 0.95187  0.21
H -1.87983 1.40663 1.91149  0.21
H 0.69576 -4.15870 1.72709  0.21
H -5.28714 -1.02431 2.75294  0.21
H 3.83106 -1.22360 -0.41978  0.22
H -6.21515 -0.47961 0.53310  0.21
H -3.41304 -0.16404 -3.51666  0.50
H -3.20119 2.59787 -1.34584  0.23
H 1.29863 0.44420 1.48124  0.24
H 1.15868 -3.37347 -2.44401  0.21
H 2.68059 2.58955 1.11919  0.21
H -4.97387 0.99412 -0.99487  0.21
H -0.79439 -0.15401 -0.00457  0.43

***

# 3
A molecular structure, C9H7HfNO2 at a distorted geometry. Source: the Open Molecules 2025 dataset; level of theory: ωB97M-V/def2-TZVPD.

As for the charge: +4. The total energy comes out at -16275.3725 eV. The calculation puts the frontier orbital gap at 3.51 eV.

Each line ends with the natural charge from an NBO analysis.
Element x y z (Å)
Hf -1.97577 2.60501 -1.17337  2.42
O 1.04387 2.48545 -0.19331  -0.36
O 1.60259 -1.82320 -1.61106  -0.22
N 2.00130 0.31416 -0.55044  -0.11
C -2.46870 -1.12961 0.17798  -0.08
C -1.26045 -1.63579 -0.33592  -0.04
C -0.18452 -0.73811 -0.43594  0.11
C -1.47095 1.08726 0.55188  -0.50
C 3.02401 -0.05243 0.46940  -0.45
C 1.23064 -0.92989 -0.97880  0.60
C -0.28435 0.57952 0.00169  -0.18
C 0.99215 1.29483 -0.21349  0.64
C -2.59436 0.21050 0.60786  -0.07
H -3.31390 -1.80384 0.26351  0.34
H -1.49643 2.14754 0.93105  0.25
H -3.53980 0.56320 1.01382  0.32
H 3.63067 -0.85850 0.04318  0.33
H 3.67324 0.79701 0.70793  0.33
H -1.15637 -2.66772 -0.66241  0.34
H 2.54714 -0.44539 1.38645  0.33